[1]
The following is a DFT calculation (ωB97M-V/def2-TZVPD) of the molecule C21H24N4O4S in a non-equilibrium geometry.

CARTESIAN COORDINATES (ANGSTROEM)
H1 0.946 -1.184 -3.214
H2 -3.406 2.486 0.511
N1 2.732 0.988 0.266
N2 -3.452 0.629 1.359
O1 4.123 1.690 -1.349
C1 -1.237 -0.809 -2.039
H3 -4.486 -1.019 0.682
H4 0.850 4.314 0.308
O2 -1.391 -1.338 -3.119
H5 -1.417 1.373 -0.391
H6 -3.322 -0.623 -1.705
H7 -0.938 3.264 1.695
C2 -2.405 -1.249 0.138
C3 1.868 -2.067 -1.491
C4 3.337 -2.784 0.103
O3 -2.828 0.234 3.736
C5 -2.381 1.095 -0.817
C6 1.054 -0.036 1.656
H8 2.884 3.949 -1.189
H9 0.071 -0.170 -0.590
O4 -3.052 2.552 2.888
H10 -3.408 -1.284 2.069
H11 1.533 2.888 -1.584
H12 0.790 -3.559 -2.587
H13 -1.436 -1.173 0.631
H14 1.902 -0.053 -2.212
C7 3.073 -4.118 -0.163
C8 2.136 -4.416 -1.141
N3 -0.016 -0.521 -1.531
H15 3.148 0.057 0.190
C9 0.886 2.311 1.069
C10 -3.491 1.452 0.178
C11 3.149 1.901 -0.664
C12 1.523 -3.374 -1.817
C13 -3.501 -0.787 1.103
N4 2.748 -1.785 -0.536
H16 -0.598 -0.814 2.800
H17 4.052 -2.496 0.863
C14 -0.364 2.351 1.661
H18 -2.572 -2.297 -0.118
H19 -4.470 1.317 -0.297
H20 2.306 3.877 1.204
C15 1.564 1.084 0.996
C16 1.567 3.511 0.484
S1 -2.635 1.196 2.693
C17 -0.180 0.032 2.277
H21 -2.522 1.669 -1.735
C18 -0.906 1.207 2.220
H22 1.893 -5.441 -1.375
H23 1.620 -0.955 1.652
C19 2.272 3.129 -0.812
H24 3.582 -4.897 0.381
C20 -2.409 -0.403 -1.143
C21 1.216 -0.903 -2.194

## Properties
energy above the lowest of the compared OMol25 structures with the same formula, charge and spin	0.0	kJ/mol
highest occupied orbital energy	-8.82	eV
total charge	0
calculated total energy	-1732.87830	Eh
SMILES	O=C1CCc2cc(S(=O)(=O)N3CCC(C(=O)NCc4ccccn4)CC3)ccc2N1

***

[2]
The following is a DFT calculation (ωB97M-V/def2-TZVPD) of a structure of composition C21H25BrCl2N4O3Ru in a non-equilibrium geometry.

CARTESIAN COORDINATES (ANGSTROEM)
H1 -4.445 3.098 -2.843
N1 -1.108 1.285 -1.883
Ru1 0.312 -0.547 -1.378
H2 -3.676 2.736 0.362
H3 -4.653 0.472 -0.066
H4 6.068 0.576 2.786
C1 1.056 0.324 3.715
C2 -4.535 2.132 -2.339
H5 0.829 -3.093 -4.662
O1 4.625 0.057 4.179
H6 5.749 -1.173 2.940
H7 3.212 -4.302 -0.358
C3 3.631 -1.739 -2.547
C4 3.695 -3.021 -2.013
H8 -1.719 -0.817 3.397
C5 2.059 0.007 1.551
C6 -2.073 2.168 -1.788
C7 0.121 -2.457 -4.130
H9 -5.192 3.529 0.766
H10 2.428 0.508 5.332
O2 -0.646 -0.708 0.631
C8 2.478 -1.000 -0.549
C9 -1.649 -0.015 2.662
Cl1 0.682 -0.775 -4.177
C10 -5.295 2.314 -1.011
H11 -0.882 -2.484 -4.556
C11 2.296 0.331 4.277
C12 0.856 0.064 2.325
H12 4.071 -1.541 -3.510
H13 2.151 -2.497 0.962
H14 -2.534 -0.058 2.031
C13 -5.579 0.969 -0.349
C14 3.460 0.099 3.506
N2 -2.932 0.322 -2.537
N3 -3.218 1.580 -2.197
H15 0.197 0.486 4.343
Br1 4.533 -4.404 -3.002
H16 -6.176 1.116 0.547
C15 5.819 -0.227 3.487
C16 -4.545 3.240 -0.057
C17 3.315 -0.025 2.124
C18 -0.429 -0.202 1.793
O3 2.007 0.079 0.157
Cl2 0.044 -2.972 -2.431
H17 -4.224 4.150 -0.560
H18 -1.624 0.936 3.187
H19 -1.988 3.182 -1.464
H20 -5.088 1.434 -2.972
C19 3.035 -0.724 -1.821
N4 -1.675 0.162 -2.343
H21 -6.131 0.314 -1.017
C20 2.557 -2.301 -0.020
H22 3.058 0.307 -2.165
H23 4.172 -0.083 1.471
H24 6.589 -0.296 4.255
C21 3.155 -3.302 -0.758
H25 -6.245 2.787 -1.287

## Properties
highest occupied orbital energy (alpha / beta)	-9.52 / -9.26	eV
total charge	+1
calculated total energy	-4848.87789	Eh
spin multiplicity	2

***

[3]
The following is a DFT calculation (ωB97M-V/def2-TZVPD) of a cluster of 2 separate species, C21H25BrNO5 in total in a non-equilibrium geometry.

CARTESIAN COORDINATES (ANGSTROEM)
H1 1.835 3.318 3.113
H2 1.107 -6.397 -1.368
H3 -0.129 6.932 3.810
H4 4.540 -2.626 -1.810
C1 1.895 2.325 0.088
H5 0.951 4.688 1.314
N1 1.951 0.374 -1.380
H6 -1.317 -1.667 -2.506
C2 -5.102 -2.557 -1.733
H7 -6.940 -2.105 -0.700
C3 -1.576 -2.029 -0.379
C4 0.477 -5.739 -1.952
C5 1.918 4.395 3.244
H8 1.582 7.031 4.260
H9 -0.131 4.537 3.911
C6 -3.849 -1.546 0.504
C7 0.739 -0.176 -1.556
H10 -3.131 -2.930 -2.503
O1 2.838 2.462 0.804
C8 -5.237 -1.556 0.455
H11 -1.315 -2.899 0.228
O2 1.136 -4.491 -2.272
H12 0.275 -6.216 -2.902
C9 1.709 5.171 1.947
H13 -5.798 -1.179 1.295
C10 -3.075 -2.046 -0.547
O3 1.218 6.452 2.319
C11 0.836 4.993 4.138
H14 1.027 4.870 5.202
C12 2.956 -1.754 -1.177
H15 -3.361 -1.138 1.380
H16 -1.248 -1.165 0.190
C13 0.571 -1.564 -1.545
O4 4.071 -2.501 -0.975
H17 1.492 2.329 -2.061
H18 -5.626 -2.937 -2.598
H19 0.859 2.504 0.403
C14 1.635 -3.846 -1.229
C15 -0.792 -2.175 -1.702
C16 -5.861 -2.080 -0.673
C17 0.842 6.450 3.701
O5 2.043 -4.349 -0.236
C18 3.051 -0.384 -1.197
H20 -0.686 -3.214 -1.977
H21 3.169 2.068 -1.631
H22 2.626 5.284 1.367
H23 2.907 4.612 3.653
Br1 -0.751 0.934 -1.824
H24 3.999 0.110 -1.069
C19 2.150 1.842 -1.350
C20 -3.713 -2.546 -1.679
H25 -0.466 -5.522 -1.460
C21 1.700 -2.349 -1.336

## Properties
highest occupied orbital energy	-11.33	eV
total charge	+1
calculated total energy	-3819.89620	Eh

***

[4]
The following is a DFT calculation (ωB97M-V/def2-TZVPD) of a cluster of 14 separate species, C21H25Cl39N2O3 in total in a non-equilibrium geometry.

CARTESIAN COORDINATES (ANGSTROEM)
Cl1 -3.093 -1.055 6.913
C1 -3.650 5.633 -2.861
H1 1.789 -1.767 7.822
H2 2.288 -2.111 -0.722
C2 5.016 2.968 -0.238
Cl2 -2.394 1.580 -8.542
H3 -3.119 0.255 8.851
H4 4.223 4.261 -4.733
H5 -1.094 -4.590 -1.620
H6 -0.538 4.697 -3.100
H7 -6.103 1.555 10.368
C3 -1.444 -5.321 -2.335
H8 -0.971 -0.190 -9.105
Cl3 -0.926 1.103 1.377
H9 3.802 3.256 -6.680
C4 1.271 1.286 -3.997
Cl4 0.295 1.708 -9.627
C5 -5.756 -5.208 -0.309
C6 -0.828 0.774 -8.638
C7 0.501 4.627 -3.395
Cl5 3.116 -3.280 6.618
C8 0.200 2.311 -3.993
Cl6 0.219 -3.210 6.865
Cl7 2.203 -3.861 -2.289
C9 -5.200 1.331 9.818
C10 1.699 -2.257 6.862
C11 2.155 -3.184 -0.662
Cl8 0.107 -4.194 3.237
C12 2.690 1.652 -6.072
Cl9 -0.997 -0.731 8.895
Cl10 3.442 -3.844 0.351
Cl11 -3.544 -1.900 9.655
Cl12 -2.109 -4.731 1.417
H10 0.059 3.883 -5.235
Cl13 -5.514 -0.068 8.784
Cl14 -3.430 6.980 -3.977
H11 1.090 4.289 -2.562
H12 0.435 -0.700 0.771
H13 1.953 1.531 -6.846
Cl15 4.330 -3.010 3.509
H14 -0.615 1.940 -4.599
Cl16 6.491 3.889 -0.525
C13 2.954 -0.177 -4.289
C14 -2.739 -0.729 8.611
O1 0.594 0.070 -2.092
O2 3.791 -0.723 -4.831
Cl17 -2.346 -4.474 -3.593
H15 3.056 3.347 -3.894
H16 5.572 -4.924 3.008
C15 5.791 -3.991 3.509
Cl18 6.299 -4.361 5.160
Cl19 -2.260 5.484 -1.784
H17 -4.526 5.830 -2.260
H18 0.847 5.572 -3.762
H19 3.542 1.068 -6.409
Cl20 -5.723 -6.340 1.048
O3 2.453 -0.473 -3.091
Cl21 -0.047 -6.145 -3.016
Cl22 -2.497 -6.469 -1.492
Cl23 1.111 -0.199 2.951
C16 1.320 0.279 -2.935
Cl24 0.596 -3.514 0.084
Cl25 1.843 1.162 0.480
Cl26 -5.870 -3.545 0.273
H20 5.278 2.075 0.314
Cl27 3.860 3.891 0.708
Cl28 -1.312 -1.978 1.947
H21 -4.835 -5.317 -0.867
C17 3.768 3.290 -4.683
Cl29 7.088 -3.185 2.626
Cl30 4.264 2.485 -1.756
Cl31 -3.911 4.127 -3.744
H22 -4.496 2.265 3.731
Cl32 -4.776 2.744 8.853
H23 -0.178 2.414 -2.989
C18 -3.879 1.722 4.433
C19 0.600 0.216 1.318
Cl33 -7.094 -5.577 -1.398
Cl34 1.616 -1.011 5.621
C20 2.250 1.013 -4.816
Cl35 -0.161 0.514 -7.025
Cl36 -2.503 2.738 4.865
Cl37 -3.330 0.235 3.664
C21 -1.445 -3.618 2.622
N1 0.618 3.614 -4.449
Cl38 -4.844 1.349 5.862
H24 4.518 2.537 -4.445
Cl39 -3.921 0.963 10.979
H25 -2.128 -3.576 3.458
N2 3.145 3.027 -5.956

## Properties
highest occupied orbital energy	-8.44	eV
total charge	0
calculated total energy	-19097.76389	Eh

***

[5]
The following is a DFT calculation (ωB97M-V/def2-TZVPD) of the molecule C21H25ClN2O2 in a non-equilibrium geometry.

CARTESIAN COORDINATES (ANGSTROEM)
C1 2.018 -2.038 0.217
C2 0.623 -2.526 1.895
H1 0.333 0.126 4.983
C3 -1.023 1.929 2.062
H2 -0.058 -2.181 -1.527
C4 -2.495 -0.068 1.951
H3 3.021 -0.482 -0.470
C5 -1.171 3.681 0.274
H4 3.136 -3.931 -0.443
N1 1.340 -0.396 -1.456
H5 -1.330 -0.124 -1.739
O1 -0.942 0.127 3.437
C6 0.246 -1.442 -2.272
C7 -1.519 0.669 2.477
H6 -1.177 1.488 -3.566
N2 -0.092 2.189 -1.334
C8 -1.744 2.256 0.841
H7 -0.321 3.943 0.591
C9 -2.939 1.522 0.302
H8 -2.090 4.433 0.059
Cl1 0.687 -4.910 3.493
H9 -0.237 0.539 -4.418
H10 0.634 -1.642 -3.157
C10 2.073 -4.113 1.479
H11 2.061 0.456 -3.361
H12 -3.084 1.968 -0.641
C11 -0.942 -0.503 -2.641
H13 1.027 0.509 3.535
C12 1.639 0.579 -2.441
C13 -0.556 3.334 -1.250
O2 -0.937 3.932 -2.216
H14 2.382 -5.107 1.452
H15 -0.069 2.336 2.256
C14 -3.100 0.489 0.825
C15 2.496 -3.334 0.257
H16 -3.951 -0.189 0.230
C16 0.053 0.625 4.145
H17 -2.972 -0.921 2.386
H18 -1.770 -0.986 -2.943
H19 -0.045 1.663 4.516
C17 0.595 1.665 -2.794
H20 2.834 -1.861 -1.696
H21 0.286 -0.833 0.789
C18 1.116 -3.716 2.311
C19 2.461 -1.189 -1.060
C20 1.084 -1.560 1.075
H22 2.591 1.176 -1.824
H23 0.700 2.515 -3.285
H24 -0.189 -2.174 2.746
H25 0.009 1.437 -0.609
C21 -0.692 0.638 -3.441

## Properties
energy above the lowest of the compared OMol25 structures with the same formula, charge and spin	1496.3	kJ/mol
highest occupied orbital energy	-8.29	eV
total charge	0
calculated total energy	-1534.90965	Eh
SMILES	COc1cccc(CC(=O)N[C@@H]2CCCN(Cc3ccc(Cl)cc3)C2)c1

***

[6]
The following is a DFT calculation (ωB97M-V/def2-TZVPD) of a structure of composition C21H25ClN2SZr in a non-equilibrium geometry.

CARTESIAN COORDINATES (ANGSTROEM)
C1 0.133 0.397 4.077
C2 -2.506 -1.476 0.090
S1 0.325 1.832 5.028
H1 0.909 -3.707 -0.417
C3 1.136 -2.941 0.332
C4 0.541 1.875 2.423
H2 -1.923 -1.718 3.399
H3 0.881 4.203 0.002
H4 -2.781 0.761 -0.118
H5 -0.233 -1.716 -6.739
H6 -0.183 -1.634 4.314
C5 0.031 -0.108 -5.340
C6 -2.521 -0.101 0.500
C7 2.049 -1.850 0.155
C8 1.458 -1.926 2.396
H7 2.092 -0.357 -4.902
C9 0.795 4.077 3.432
C10 0.618 2.392 1.127
N1 -0.211 -0.715 4.752
H8 -2.002 0.361 -4.958
N2 0.268 0.542 2.750
C11 0.808 3.773 1.000
H9 -1.181 -1.847 -5.251
C12 0.901 4.598 2.136
H10 2.624 -1.624 -0.746
H11 1.061 5.665 2.000
H12 1.588 -1.850 3.479
C13 0.750 -2.980 1.711
H13 -2.837 -1.857 -0.880
H14 -0.287 -0.659 5.761
H15 1.782 0.670 -6.310
C14 -2.015 -1.403 2.358
Cl1 -0.075 -0.503 -1.482
H16 2.888 -0.355 1.611
C15 2.210 -1.190 1.413
C16 -0.212 -1.520 -5.653
C17 1.406 0.399 -5.307
H17 -2.380 0.825 2.537
C18 -2.166 -2.279 1.220
H18 1.474 1.302 -4.686
H19 0.144 -3.751 2.192
H20 -1.325 1.214 -6.353
Zr1 -0.161 -0.885 0.911
C19 -1.089 0.836 -5.342
C20 -2.257 -0.057 1.904
H21 -0.862 1.712 -4.719
H22 0.576 -2.155 -5.228
H23 0.510 1.712 0.270
H24 0.845 4.677 4.340
H25 -2.206 -3.369 1.265
C21 0.609 2.709 3.549

## Properties
highest occupied orbital energy	-13.62	eV
total charge	+2
calculated total energy	-1829.70076	Eh

***

[7]
The following is a DFT calculation (ωB97M-V/def2-TZVPD) of a structure of composition C21H25F2N3O in a non-equilibrium geometry.

CARTESIAN COORDINATES (ANGSTROEM)
H1 1.377 -3.479 -1.730
H2 2.481 3.460 1.955
C1 -0.962 -2.808 -0.912
H3 -0.608 -3.665 -0.300
O1 0.787 3.740 0.442
H4 -2.608 -2.286 0.411
C2 0.302 5.160 4.878
H5 -0.152 -5.166 -2.337
H6 0.364 0.020 -0.010
H7 -2.946 -0.944 -1.515
H8 0.474 -0.478 -2.981
C3 0.582 4.606 6.239
C4 1.307 3.399 6.347
C5 2.187 2.747 2.577
H9 -1.091 -6.426 -4.126
C6 -0.239 -3.809 -5.569
C7 -0.925 -5.439 -4.166
H10 0.806 4.927 2.975
H11 -1.712 -3.010 -1.732
N1 0.983 1.896 1.872
H12 -1.150 2.689 -0.400
H13 0.847 -2.074 -5.073
C8 -2.338 -0.495 -0.885
C9 -0.144 -4.744 -3.211
H14 2.669 1.900 2.997
H15 -0.146 6.201 4.706
H16 0.536 1.227 2.226
H17 -1.063 -1.265 0.674
C10 -0.623 1.803 0.171
C11 1.476 3.423 3.953
C12 0.430 2.622 0.745
C13 -0.415 -0.951 -2.516
H18 -1.160 -1.225 -3.076
H19 1.975 -2.278 -2.617
C14 0.821 4.395 4.001
H20 -1.459 1.511 1.009
C15 0.436 -3.086 -4.693
H21 -2.634 0.239 -0.186
C16 1.537 2.924 5.228
N2 0.079 -1.812 -1.749
C17 -1.856 -1.626 -0.003
H22 0.506 1.321 -1.239
F1 -0.059 5.132 7.317
H23 -0.209 -3.449 -6.923
C18 0.208 -3.604 -3.407
N3 -0.906 -4.950 -5.656
H24 2.123 1.914 5.406
C19 -0.870 0.039 -1.522
C20 1.215 -2.843 -2.329
H25 -1.497 0.881 -2.267
F2 1.488 2.874 7.530
C21 -0.225 0.862 -0.531

## Properties
energy above the lowest of the compared OMol25 structures with the same formula, charge and spin	2141.8	kJ/mol
highest occupied orbital energy	-8.10	eV
total charge	0
calculated total energy	-1253.68009	Eh

***

[8]
The following is a DFT calculation (ωB97M-V/def2-TZVPD) of the molecule C21H25FN2O2.

CARTESIAN COORDINATES (ANGSTROEM)
C1 -0.163 4.422 0.407
H1 0.429 2.261 1.810
C2 0.009 1.951 0.849
H2 2.940 -1.633 0.710
C3 -1.796 5.322 -1.135
H3 2.254 -3.454 0.268
H4 -0.761 1.205 1.054
C4 0.535 0.694 -1.278
H5 2.273 0.533 1.700
F1 -0.286 6.732 -0.001
C5 -2.231 -2.808 2.189
H6 -2.228 6.179 -1.626
C6 0.995 -2.416 -0.980
N1 1.295 -3.343 -0.013
H7 0.638 4.620 1.103
O1 0.032 -2.538 -1.711
C7 1.695 0.115 0.873
H8 -4.357 -2.956 1.980
H9 2.345 3.252 1.365
H10 0.284 1.506 -1.962
C8 0.431 -4.504 0.100
H11 -2.282 -2.126 3.026
H12 -2.078 1.968 -0.883
C9 -2.091 -4.548 0.043
H13 1.807 3.118 -0.872
C10 -3.396 -3.275 1.603
H14 0.866 -0.467 1.283
H15 -2.038 -5.216 -0.804
C11 2.589 -0.829 0.064
H16 2.374 0.203 -2.348
H17 0.900 -5.207 0.793
C12 -2.265 4.038 -1.355
H18 -0.092 -2.852 2.162
C13 1.126 1.262 0.020
C14 -0.920 -4.087 0.626
N2 1.874 -1.356 -1.079
C15 -0.625 3.132 0.172
O2 2.945 2.737 0.814
H19 -4.228 -4.510 0.067
H20 2.998 1.811 -0.944
H21 0.307 -4.993 -0.874
C16 -0.751 5.488 -0.247
H22 -0.380 0.148 -1.040
C17 -1.690 2.959 -0.708
C18 1.471 -0.292 -1.980
H23 3.466 -0.293 -0.308
H24 0.949 -0.749 -2.822
C19 -3.322 -4.147 0.531
H25 -3.088 3.881 -2.034
C20 2.241 2.277 -0.312
C21 -1.001 -3.216 1.705

## Properties
energy above the lowest of the compared OMol25 structures with the same formula, charge and spin	2.8	kJ/mol
highest occupied orbital energy	-8.86	eV
total charge	0
calculated total energy	-1175.11954	Eh
SMILES	O=C(NCc1ccccc1)N1CCC(CO)(Cc2cccc(F)c2)CC1